Record 1
The following is a quantum chemistry calculation of C44H56NO10PS3W as an isolated structure at a distorted geometry, from the OMol25 dataset.

```
116
Properties=species:S:1:pos:R:3:lowdin_spin:R:1
W 0.30303 1.97047 0.19225 1.709
O -5.87201 4.57307 2.38409 0.002
C -5.71866 3.41800 1.95834 0.001
O -6.52572 2.48146 1.80156 0.001
C -4.30175 3.10721 1.41542 0.013
C -4.10166 2.05610 0.52766 -0.002
C -2.82313 1.71022 0.14700 0.015
N -1.75166 2.33810 0.64967 0.015
C -1.93297 3.42240 1.43311 0.013
C -3.18536 3.83331 1.82814 -0.002
C -0.65636 4.08582 1.90804 0.014
O -0.66628 5.12084 2.52914 0.024
O 0.41695 3.37703 1.63501 0.071
H -4.96118 1.50357 0.17247 0.000
H -2.60715 0.90846 -0.54315 0.001
H -3.30294 4.70024 2.46237 0.000
O -0.38867 4.44699 -3.04769 0.007
C -0.35095 3.57652 -2.21402 0.005
O 0.03818 3.70591 -0.97448 0.010
C -0.71507 2.09699 -2.54063 0.012
O -1.35422 1.75290 -3.50684 0.019
O -0.20603 1.27847 -1.65275 0.071
C 0.87928 -0.45100 -4.49476 0.000
S 1.98780 -0.38202 -3.07691 0.001
C 3.40062 -1.22029 -3.82329 0.000
H 1.31744 0.06913 -5.34670 0.000
H -0.04941 0.04519 -4.21390 0.000
H 0.67456 -1.48879 -4.76348 0.000
H 3.75941 -0.67613 -4.69825 0.000
H 3.13579 -2.23716 -4.11881 0.000
H 4.20260 -1.26523 -3.08779 0.000
O 2.28519 2.35683 -0.47949 0.052
S 3.01941 3.56515 -1.02378 0.014
C 4.06202 2.79168 -2.28869 0.002
C 5.09762 1.84432 -1.75951 0.000
C 6.44864 2.14877 -1.89468 0.000
C 7.42031 1.30831 -1.37000 0.000
C 7.04629 0.15653 -0.69306 0.000
C 5.69999 -0.15255 -0.55239 0.001
C 4.72779 0.68045 -1.08571 0.001
C 4.23790 3.93201 0.24644 0.003
C 3.55578 4.46338 1.47492 0.000
C 2.80824 5.63647 1.43098 0.000
C 2.16410 6.09234 2.56616 0.000
C 2.26918 5.38477 3.75608 0.001
C 3.00990 4.21641 3.80380 0.000
C 3.64862 3.75217 2.66203 0.002
H 4.50293 3.60333 -2.86941 0.000
H 3.31462 2.27642 -2.89948 0.000
H 6.74300 3.05143 -2.41844 0.000
H 8.46735 1.55750 -1.48529 0.000
H 7.80127 -0.49779 -0.27646 0.000
H 5.39650 -1.04554 -0.02042 0.001
H 3.67978 0.43968 -0.96416 0.000
H 4.92626 4.65449 -0.20339 0.000
H 4.76929 3.00397 0.45604 0.000
H 2.69512 6.17373 0.49567 0.000
H 1.54383 6.97602 2.51608 0.000
H 1.74103 5.73051 4.63464 0.000
H 3.07164 3.64678 4.72230 0.000
H 4.19859 2.81857 2.68711 0.003
S 2.31897 0.02339 2.33597 0.425
C 1.28221 0.70701 1.39673 0.411
O -0.95502 -0.54814 0.25012 0.065
P -1.69255 -1.82207 0.51496 0.007
C -2.82600 -2.08157 -0.89449 0.002
C -2.11708 -1.96926 -2.25078 0.000
C -3.13857 -1.60097 -3.33741 0.000
C -4.52054 -2.21764 -3.05814 0.000
C -4.38286 -3.52275 -2.27852 0.000
C -3.82711 -3.25321 -0.87062 0.001
C -0.48144 -3.15690 0.89107 0.000
C 0.88318 -2.92771 0.21127 0.001
C 1.01458 -3.56173 -1.16850 0.000
C 0.62528 -5.03563 -1.14732 0.000
C -0.79830 -5.19865 -0.62539 0.000
C -0.93537 -4.62218 0.78194 0.000
C -2.82741 -1.58370 1.94000 0.000
C -3.43126 -2.82145 2.62851 0.000
C -2.53996 -3.42679 3.71369 0.000
C -2.11080 -2.37080 4.72793 0.000
C -1.38315 -1.22250 4.03621 0.000
C -2.25847 -0.58224 2.96281 0.001
H -3.40955 -1.15605 -0.79079 0.000
H -1.64614 -2.92363 -2.49562 0.000
H -1.32965 -1.21371 -2.20167 0.000
H -2.76855 -1.95160 -4.30438 0.000
H -3.21082 -0.51410 -3.40924 0.000
H -5.05484 -2.38379 -3.99525 0.000
H -5.13405 -1.52370 -2.47536 0.000
H -3.71237 -4.19713 -2.82173 0.000
H -5.34419 -4.03466 -2.20067 0.000
H -3.37205 -4.16260 -0.47619 0.000
H -4.65354 -3.00206 -0.20066 0.000
H -0.32284 -2.93984 1.95241 0.000
H 1.64589 -3.35997 0.87001 0.001
H 1.07831 -1.85677 0.15308 0.000
H 2.04253 -3.44001 -1.51839 0.000
H 0.38942 -3.01906 -1.87979 0.000
H 1.31235 -5.58407 -0.49127 0.000
H 0.71724 -5.47434 -2.14415 0.000
H -1.09081 -6.25200 -0.61558 0.000
H -1.48231 -4.68835 -1.30757 0.000
H -0.29871 -5.21410 1.45011 0.000
H -1.95642 -4.74556 1.14894 0.000
H -3.65043 -1.06080 1.43599 0.000
H -3.70934 -3.58151 1.89501 0.000
H -4.36480 -2.50071 3.10267 0.000
H -1.64854 -3.87882 3.27062 0.000
H -3.08199 -4.23596 4.21018 0.000
H -1.48133 -2.81950 5.50024 0.000
H -3.00119 -1.97492 5.22941 0.000
H -0.44725 -1.58326 3.59522 0.001
H -1.09979 -0.45848 4.76333 0.000
H -1.70057 0.19314 2.43567 0.002
H -3.10868 -0.09052 3.44669 0.000
```

Output
Charge = -1
HOMO level (alpha / beta) = -4.87 / -5.47 eV
Energy relative to the best compared isomer or geometry (same formula, charge and spin) = 5.1 kcal per mole
Frontier orbital gap (alpha / beta) = 6.628 / 6.601 eV
Spin multiplicity = 4
LUMO level (alpha / beta) = 1.76 / 1.13 eV



Record 2
The following is a quantum chemistry calculation of C44H57FIrN7O6S2 as an isolated structure, from the OMol25 dataset.

```
118
Properties=species:S:1:pos:R:3:lowdin_spin:R:1
Ir 0.15363 -0.29877 0.45802 2.710
C -0.23140 -2.66687 -1.93881 0.006
O 0.30153 -1.33947 -1.71698 0.138
C 0.94316 -0.69020 -2.68790 0.127
C 1.07444 -1.18165 -3.98212 -0.008
C 1.71022 -0.42328 -4.94096 0.144
C 2.22295 0.84553 -4.62520 0.032
C 2.12792 1.33118 -3.35142 0.069
C 1.50195 0.57877 -2.31327 0.059
N 1.42491 0.91866 -1.00279 0.407
N 2.17455 2.12467 -0.72772 0.028
C 1.77266 2.97534 0.42872 0.014
C 1.03927 2.53257 1.51096 0.015
O 0.42147 1.39289 1.65227 0.171
C 0.91898 3.44776 2.61287 0.008
C 1.46730 4.67965 2.59397 -0.001
C 2.14796 5.16841 1.44035 0.003
C 2.65810 6.48113 1.39926 -0.001
C 3.25324 6.97577 0.27165 0.003
C 3.32690 6.16602 -0.87117 0.000
C 2.85602 4.87751 -0.85072 0.003
C 2.27566 4.32208 0.31823 0.001
H -0.97784 -2.62659 -2.73041 0.002
H -0.68907 -2.94270 -0.99502 0.000
H 0.58189 -3.34429 -2.19301 0.001
H 0.67035 -2.14887 -4.23787 -0.003
H 1.80743 -0.80869 -5.94625 0.007
H 2.70305 1.43962 -5.38927 0.000
H 2.55815 2.30767 -3.16851 0.002
H 0.35941 3.08773 3.46564 0.001
H 1.36807 5.33302 3.45154 0.000
H 2.55846 7.09878 2.28291 0.000
H 3.64544 7.98227 0.25219 0.000
H 3.75044 6.56219 -1.78421 0.000
H 2.91452 4.32741 -1.78463 0.000
C -7.72399 -0.82899 -0.26811 0.000
C -7.01487 0.01078 0.77807 0.000
N -5.60912 0.28256 0.42904 0.001
C -4.65345 -0.48614 0.96574 0.001
C -3.31454 -0.40199 0.69114 0.003
C -2.44998 -1.37411 1.43711 0.019
O -2.87882 -1.91051 2.43759 0.029
O -1.26509 -1.65376 0.94657 0.156
C -2.86037 0.59263 -0.22867 0.007
O -1.66643 0.78641 -0.54714 0.094
C -3.90590 1.44524 -0.80271 0.004
C -3.55930 2.46476 -1.69238 0.000
C -4.51459 3.27510 -2.22784 0.000
F -4.11872 4.27021 -3.04692 0.000
C -5.88445 3.12306 -1.93107 0.000
C -6.22652 2.10253 -1.05920 0.001
C -5.25556 1.27711 -0.47586 0.001
N -6.90030 3.93054 -2.48682 0.000
C -7.95368 4.43655 -1.61814 0.000
C -9.29861 4.27211 -2.32746 0.000
N -9.06017 4.39337 -3.81737 0.000
C -7.98342 5.40416 -4.09497 0.000
C -6.64586 4.83715 -3.60696 0.000
H -8.76307 -0.98064 0.02105 0.000
H -7.25438 -1.80784 -0.35990 0.000
H -7.70498 -0.35587 -1.25035 0.000
H -6.99837 -0.50067 1.73847 0.000
H -7.51184 0.96512 0.95170 0.000
H -4.98571 -1.22846 1.68063 0.000
H -2.51911 2.62608 -1.93921 0.000
H -7.27063 1.92287 -0.85562 0.000
H -7.77723 5.48801 -1.36522 0.000
H -7.98200 3.89423 -0.67797 0.000
H -10.01169 5.04640 -2.05069 0.000
H -9.74796 3.29509 -2.16160 0.000
H -9.92705 4.63627 -4.29883 0.000
H -8.75792 3.48591 -4.17660 0.000
H -8.28255 6.30984 -3.57133 0.000
H -7.96519 5.61012 -5.16250 0.000
H -6.00077 5.68108 -3.35173 0.000
H -6.16682 4.28237 -4.41169 0.000
C 2.63719 -2.96088 3.96618 0.004
N 1.36177 -2.98513 4.67417 0.021
C 0.92850 -4.31576 5.11420 0.002
C 0.53266 -1.94173 4.70040 0.049
S 0.69973 -0.65223 3.54483 0.484
N -0.42733 -1.86882 5.61737 0.046
C -1.61716 -1.02396 5.48102 0.005
C -0.24025 -2.44226 6.95586 0.004
H 3.30104 -3.67200 4.45516 0.000
H 3.07835 -1.97062 4.01866 0.001
H 2.49549 -3.24752 2.92438 0.001
H 1.22165 -5.03031 4.34617 0.000
H -0.15393 -4.33861 5.20544 0.000
H 1.39164 -4.60058 6.05825 0.001
H -1.87818 -0.90285 4.43591 0.001
H -1.45460 -0.06160 5.96554 0.001
H -2.43565 -1.54344 5.97776 0.000
H 0.81352 -2.64324 7.13104 0.001
H -0.82220 -3.35342 7.08881 0.002
H -0.57853 -1.70223 7.67926 0.000
C 4.54772 -3.60172 -1.49958 0.000
C 5.41168 -2.81987 -0.52249 0.001
C 4.64712 -2.35193 0.70938 0.006
S 3.34215 -1.18501 0.26268 0.010
O 2.03529 -1.76884 0.80364 0.079
C 3.66129 0.23001 1.34364 0.000
C 4.25231 1.44686 0.64276 0.001
C 3.68664 1.81163 -0.71384 0.017
H 5.12594 -3.89604 -2.37354 0.000
H 3.69779 -3.01142 -1.85425 0.000
H 4.15337 -4.50812 -1.03828 0.000
H 5.87192 -1.96034 -1.01709 0.000
H 6.23681 -3.44234 -0.17147 0.000
H 5.29865 -1.88400 1.44660 0.000
H 4.10518 -3.17521 1.17885 0.001
H 4.29792 -0.08452 2.16953 0.000
H 2.67068 0.44881 1.74662 0.000
H 5.32402 1.31037 0.47485 0.000
H 4.15669 2.29856 1.31841 0.000
H 3.82758 1.02729 -1.45389 0.001
H 4.16836 2.71989 -1.06612 0.002
H 2.01685 2.73796 -1.53050 0.005
```

Output
Charge = +3
HOMO level (alpha / beta) = -13.72 / -13.32 eV
Energy relative to the best compared isomer or geometry (same formula, charge and spin) = 11.4 kcal per mole
Frontier orbital gap (alpha / beta) = 7.695 / 4.685 eV
Spin multiplicity = 6
LUMO level (alpha / beta) = -6.02 / -8.64 eV